No. 1
ORCA calculation (ωB97M-V with the def2-TZVPD basis set) on 4 unconnected molecules or ions with the total composition C3H12O4 at a distorted geometry.

Geometry as XYZ:
```
19
Properties=species:S:1:pos:R:3:forces:R:3:mulliken_charge:R:1
O 0.116198 -1.806641 6.552804 -0.3314 0.1838 -0.3844 -0.634
O 0.304113 0.525970 -5.536191 -0.2541 -0.1723 0.7188 -0.633
O -1.269351 -1.238724 -2.045699 -0.0534 0.4485 0.0556 -0.514
O -0.293042 0.936598 3.417252 0.2040 -0.0259 0.2379 -0.642
C 0.410392 0.005956 -0.784626 -0.0314 0.9833 -0.4244 -0.077
C -0.204818 -0.301999 -2.135411 -0.2523 -0.1802 1.5926 -0.203
C 0.983651 1.185850 -0.581170 0.8705 -0.5158 0.3047 -0.865
H 0.527727 -0.750507 -2.756108 0.8542 -0.5560 -0.6607 0.177
H -0.318462 -1.041016 6.943859 0.1214 -0.0252 0.1734 0.318
H 0.022882 0.358323 2.717040 -0.1614 0.0631 -0.0551 0.318
H 0.390825 -0.681215 0.048282 0.0661 -0.6360 -0.2502 0.356
H -0.195142 -1.764236 5.636630 0.2263 -0.1278 0.1990 0.317
H -0.454183 0.662741 -2.567708 -0.5350 0.1053 -0.2778 0.255
H -1.232517 1.068533 3.273930 -0.0586 -0.0521 -0.1760 0.323
H 1.640265 1.335956 0.274614 -0.5145 0.2309 0.1034 0.263
H -0.577099 0.628030 -5.150662 -0.0430 0.1404 -0.4155 0.332
H 1.023995 1.938917 -1.347623 -0.0834 0.2416 -0.2311 0.262
H 0.744130 0.072814 -4.803864 0.2865 0.0321 -0.3589 0.340
H -1.619567 -1.135350 -1.155349 -0.3104 -0.1380 -0.1512 0.307
```
Positions in Å, forces in eV/Å.

For the energy, the calculation gives -422.39911 hartree. As for the highest occupied orbital energy: -10.3 eV. As for the orbital gap: 10.60 eV. The SMILES is C=CCO.O.O.O. Its spin multiplicity is 1. The energy relative to the best compared isomer or geometry (same formula, charge and spin) is 163.7 kJ/mol.

No. 2
ORCA calculation (ωB97M-V with the def2-TZVPD basis set) on 3 unconnected molecules or ions with the total composition C3H12O4 at a distorted geometry.

Geometry as XYZ:
```
19
Properties=species:S:1:pos:R:3:forces:R:3:mulliken_charge:R:1
O 1.620973 -0.793334 -0.768624 -0.3101 0.8642 0.4236 -0.509
O 6.616023 -2.784832 0.533249 -0.2324 0.1067 -0.0770 -0.635
O -4.999209 -0.062946 2.350723 0.1443 0.4008 0.1328 -0.636
O -2.480547 1.648530 -1.253724 -0.2525 -0.0738 -0.0476 -0.509
C -1.384956 1.477702 -0.367422 0.0739 0.0666 -0.4215 -0.340
C 0.824024 0.281310 -0.195746 0.3855 -0.8516 0.1815 -0.456
C -0.455295 0.448662 -0.965303 0.6027 0.2509 -0.6208 -0.512
H 0.647532 0.011119 0.847392 -0.2503 0.1469 0.1760 0.311
H 2.431303 -0.705356 -0.255815 0.1996 -0.4644 -0.3128 0.293
H -3.234154 1.987925 -0.760851 0.0837 -0.0176 -0.0616 0.300
H 6.476102 -2.651156 -0.410980 0.0873 -0.0457 0.0553 0.321
H -4.195550 0.122715 2.849736 0.0298 -0.2372 -0.0244 0.316
H -1.722516 1.071103 0.582775 -0.0914 0.2258 0.3710 0.241
H -5.454618 0.786684 2.381517 -0.1675 -0.1485 -0.1023 0.318
H -0.155423 0.686029 -1.990364 -0.2811 0.2973 -0.0033 0.291
H -0.986768 -0.481898 -1.036810 -0.2167 -0.6076 0.1186 0.297
H 5.763180 -2.564416 0.926525 0.1457 -0.0705 0.0186 0.315
H -0.895108 2.450682 -0.235498 0.1216 -0.1627 0.2518 0.283
H 1.425091 1.188075 -0.206271 -0.0720 0.3205 -0.0579 0.310
```
Positions in Å, forces in eV/Å.

For the energy, the calculation gives -422.42381 hartree. As for the highest occupied orbital energy: -10.5 eV. As for the orbital gap: 10.86 eV. The SMILES is OCCCO.O.O. Its spin multiplicity is 1. The energy relative to the best compared isomer or geometry (same formula, charge and spin) is 98.9 kJ/mol.

No. 3
ORCA calculation (ωB97M-V with the def2-TZVPD basis set) on 4 unconnected molecules or ions with the total composition C3H12O4 at a distorted geometry.

Geometry as XYZ:
```
19
Properties=species:S:1:pos:R:3:forces:R:3:mulliken_charge:R:1
O 2.499745 0.623032 -0.940638 0.4894 1.4147 -1.1175 -0.640
O -0.177038 -0.270097 2.512031 0.2019 -0.4295 -0.5383 -0.615
O -0.431707 2.007006 -0.408757 2.1969 1.6899 0.7239 -0.527
O 2.465948 -1.540030 1.173919 0.5369 0.6319 -0.4135 -0.611
C -0.514320 0.740552 -0.995663 0.2061 -1.1188 -0.3241 0.151
C -2.487433 -0.932330 -1.063535 -2.5076 5.3036 0.7682 -0.733
C -1.943482 0.366675 -0.882229 -1.8427 -4.7736 -1.2986 -0.435
H -0.754015 -0.374185 1.746812 0.1060 -0.0107 -0.2015 0.322
H 1.804126 -1.439353 1.846884 -0.6627 0.1553 0.6079 0.310
H 2.504718 -2.466977 0.969180 0.0152 -0.5347 -0.1490 0.289
H -0.740415 0.184505 3.126043 -0.2330 0.3771 0.6368 0.289
H -1.954581 -1.751456 -0.746800 1.3492 -2.1478 -0.2723 0.350
H 3.092330 1.379206 -1.248329 -0.9251 -1.8675 1.4094 0.301
H -2.650766 1.133957 -0.783867 -0.7336 1.3363 -0.3931 0.351
H 0.486655 2.445966 -0.415955 -1.9542 -1.6835 -0.2340 0.316
H -0.260146 0.783799 -2.085190 -0.0089 -0.1076 0.7721 0.285
H 0.072115 -0.107825 -0.540598 0.0826 1.1023 -0.2749 0.067
H -3.684681 -1.042571 -1.206541 3.1561 0.2595 0.5920 0.196
H 2.672948 0.260126 -0.056769 0.5274 0.4031 -0.2934 0.337
```
Positions in Å, forces in eV/Å.

For the energy, the calculation gives -422.38099 hartree. As for the highest occupied orbital energy: -9.1 eV. As for the orbital gap: 9.69 eV. The SMILES is C=CCO.O.O.O. Its spin multiplicity is 1. The energy relative to the best compared isomer or geometry (same formula, charge and spin) is 211.3 kJ/mol.

No. 4
ORCA calculation (ωB97M-V with the def2-TZVPD basis set) on 4 unconnected molecules or ions with the total composition C3H12O4 at a distorted geometry.

Geometry as XYZ:
```
19
Properties=species:S:1:pos:R:3:forces:R:3:mulliken_charge:R:1
O 0.410228 -0.443861 -3.811177 1.0647 1.1073 1.4621 -0.630
O 1.099718 1.917878 -0.719481 0.2292 1.3013 -0.7974 -0.623
O 1.683051 0.541219 5.483372 -0.4602 -2.8021 -1.2946 -0.634
O -1.585794 1.179267 -1.425642 0.0641 0.2040 -0.2820 -0.389
C -1.614147 0.772682 -0.305368 0.2348 -1.5453 0.8736 -0.077
C -0.616773 -0.327903 0.288856 -2.1961 -0.4319 -2.0281 -0.200
C -0.508932 -1.584192 -0.625090 -1.3325 2.1565 -2.4613 -0.890
H 0.793050 -0.226238 -2.911629 -0.7404 -0.1779 -1.6142 0.340
H -2.490636 1.058479 0.372179 0.9042 -0.1264 -0.3002 0.321
H 0.368492 -0.022414 0.353285 1.7240 1.4207 0.7046 0.248
H 0.153323 -1.350598 -3.718734 -0.2789 -0.8020 -0.0641 0.335
H 2.055073 -0.083323 4.797581 0.3887 1.5737 0.6095 0.317
H -0.099535 -2.435315 -0.195870 0.6137 -1.4425 1.1959 0.424
H 1.270473 2.312098 -1.613379 -0.3005 -0.5201 1.2120 0.315
H 0.980168 -0.120581 5.687890 0.0701 1.2289 0.6813 0.316
H -1.496225 -1.776439 -1.035424 -0.3508 -0.5977 0.2993 0.321
H 0.625216 2.628339 -0.238625 0.4193 -0.6048 -0.4769 0.310
H 0.032524 -1.438122 -1.600706 -0.0640 0.3573 1.3318 -0.129
H -1.059273 -0.600976 1.217961 0.0107 -0.2989 0.9486 0.326
```
Positions in Å, forces in eV/Å.

For the energy, the calculation gives -422.39922 hartree. As for the highest occupied orbital energy: -9.7 eV. As for the orbital gap: 10.18 eV. The SMILES is CCC=O.O.O.O. Its spin multiplicity is 1. The energy relative to the best compared isomer or geometry (same formula, charge and spin) is 163.4 kJ/mol.

No. 5
ORCA calculation (ωB97M-V with the def2-TZVPD basis set) on 4 unconnected molecules or ions with the total composition C3H12O4S at a distorted geometry.

Geometry as XYZ:
```
20
Properties=species:S:1:pos:R:3:forces:R:3:mulliken_charge:R:1
S -3.081961 -0.790608 0.530742 0.0499 -0.3752 0.2037 -0.809
O -4.042225 1.779120 -0.766769 -0.2906 0.3325 0.0049 -0.645
O 3.532124 2.030793 -0.329939 0.1069 -0.1918 0.2877 -0.781
O 4.203827 -1.572824 0.224061 0.1286 -0.1438 0.1932 -0.734
O 2.110342 0.093004 0.399688 0.7057 0.0535 0.4135 -0.944
C -1.514964 -0.663091 -0.434111 -0.5100 0.2213 0.0719 -0.668
C -0.261312 -0.464694 0.387882 1.3636 -0.1875 -0.1425 -0.382
C 1.038869 -0.100722 -0.420162 -1.2341 -0.6647 0.0000 -0.281
H -1.666562 0.160042 -1.133383 0.1676 0.1814 -0.0759 0.320
H -1.411584 -1.562037 -1.047520 0.0643 -0.0433 0.0147 0.245
H 2.921023 1.236529 0.051916 -0.1744 0.1368 -0.3198 0.437
H -3.455335 2.357196 -0.271485 0.0660 -0.0175 -0.0137 0.305
H 0.823786 0.750381 -1.097980 0.0811 0.0876 0.0981 0.320
H 4.282534 1.536897 -0.671474 0.0022 0.0700 -0.1207 0.226
H -0.340155 0.239552 1.223845 -0.3496 0.0541 -0.2492 0.264
H 1.168039 -0.994734 -1.076167 0.1730 0.2172 -0.2525 0.100
H 0.037530 -1.425898 0.823205 -0.3326 0.0265 0.3514 0.101
H 4.755383 -0.786121 0.253426 0.0363 -0.0233 -0.0181 0.255
H -3.918030 0.907279 -0.283612 0.1803 -0.0892 -0.1926 0.202
H 3.310782 -1.156755 0.402571 -0.2346 0.3552 -0.2541 0.469
```
Positions in Å, forces in eV/Å.

For the energy, the calculation gives -820.63582 hartree. As for the highest occupied orbital energy: -0.2 eV. As for the orbital gap: 6.15 eV. The total charge is -2. Its spin multiplicity is 1. The energy relative to the best compared isomer or geometry (same formula, charge and spin) is 0.0 kJ/mol.

No. 6
ORCA calculation (ωB97M-V with the def2-TZVPD basis set) on 4 unconnected molecules or ions with the total composition C3H12O4S at a distorted geometry.

Geometry as XYZ:
```
20
Properties=species:S:1:pos:R:3:forces:R:3:mulliken_charge:R:1
S 2.037964 -0.193225 3.300471 -0.2348 -0.0001 -0.1558 -0.795
O -1.779227 0.737364 -3.219544 -0.0427 -0.0274 0.3908 -0.757
O -0.145369 -0.203009 -1.456406 -0.0048 0.0529 0.2072 -0.930
O -2.304663 -1.639899 -1.007736 0.4622 0.3035 -0.0052 -0.730
O -1.525734 1.600882 1.803800 0.2806 -0.7212 -0.2272 -0.709
C 0.789674 0.294193 -0.558484 -0.9442 -0.1814 0.2361 -0.689
C 2.286546 -0.174022 1.458674 -0.5467 -0.8106 0.7705 -0.794
C 1.099436 -0.664300 0.592939 0.9819 -0.7377 -0.0425 -0.196
H 1.324722 -1.637385 0.126915 -0.0074 0.0219 0.2277 0.286
H 0.256829 -0.838419 1.267863 -0.2442 0.1775 -0.2582 0.162
H -2.406513 -0.883223 -0.415385 -0.2925 -0.2544 0.0281 0.258
H 1.719591 0.566325 -1.090850 0.1910 0.0088 0.2358 0.248
H 2.424376 0.860059 1.213895 0.6343 0.5779 -0.3604 0.239
H -0.646100 1.299961 2.101104 -0.1288 0.2486 0.2487 0.338
H 3.180175 -0.793036 1.306916 -0.0658 0.4621 -0.4394 0.239
H -2.593178 0.498301 -2.762823 -0.0234 -0.0515 -0.1818 0.268
H -1.093740 0.434818 -2.511170 0.2206 0.2247 -0.3121 0.510
H 0.451481 1.197273 0.003433 0.0372 0.2855 -0.5991 0.245
H -1.707214 0.911569 1.141231 -0.0240 0.4502 0.1049 0.334
H -1.369054 -1.374225 -1.294839 -0.2487 -0.0295 0.1319 0.472
```
Positions in Å, forces in eV/Å.

For the energy, the calculation gives -820.61900 hartree. As for the highest occupied orbital energy: 0.1 eV. As for the orbital gap: 5.99 eV. The total charge is -2. Its spin multiplicity is 1. The energy relative to the best compared isomer or geometry (same formula, charge and spin) is 44.2 kJ/mol.

> Look up the orbital gap of the fifth one.

6.15 eV

Repeat the third record exactly.
ORCA calculation (ωB97M-V with the def2-TZVPD basis set) on 4 unconnected molecules or ions with the total composition C3H12O4 at a distorted geometry.

Geometry as XYZ:
```
19
Properties=species:S:1:pos:R:3:forces:R:3:mulliken_charge:R:1
O 2.499745 0.623032 -0.940638 0.4894 1.4147 -1.1175 -0.640
O -0.177038 -0.270097 2.512031 0.2019 -0.4295 -0.5383 -0.615
O -0.431707 2.007006 -0.408757 2.1969 1.6899 0.7239 -0.527
O 2.465948 -1.540030 1.173919 0.5369 0.6319 -0.4135 -0.611
C -0.514320 0.740552 -0.995663 0.2061 -1.1188 -0.3241 0.151
C -2.487433 -0.932330 -1.063535 -2.5076 5.3036 0.7682 -0.733
C -1.943482 0.366675 -0.882229 -1.8427 -4.7736 -1.2986 -0.435
H -0.754015 -0.374185 1.746812 0.1060 -0.0107 -0.2015 0.322
H 1.804126 -1.439353 1.846884 -0.6627 0.1553 0.6079 0.310
H 2.504718 -2.466977 0.969180 0.0152 -0.5347 -0.1490 0.289
H -0.740415 0.184505 3.126043 -0.2330 0.3771 0.6368 0.289
H -1.954581 -1.751456 -0.746800 1.3492 -2.1478 -0.2723 0.350
H 3.092330 1.379206 -1.248329 -0.9251 -1.8675 1.4094 0.301
H -2.650766 1.133957 -0.783867 -0.7336 1.3363 -0.3931 0.351
H 0.486655 2.445966 -0.415955 -1.9542 -1.6835 -0.2340 0.316
H -0.260146 0.783799 -2.085190 -0.0089 -0.1076 0.7721 0.285
H 0.072115 -0.107825 -0.540598 0.0826 1.1023 -0.2749 0.067
H -3.684681 -1.042571 -1.206541 3.1561 0.2595 0.5920 0.196
H 2.672948 0.260126 -0.056769 0.5274 0.4031 -0.2934 0.337
```
Positions in Å, forces in eV/Å.

For the energy, the calculation gives -422.38099 hartree. As for the highest occupied orbital energy: -9.1 eV. As for the orbital gap: 9.69 eV. The SMILES is C=CCO.O.O.O. Its spin multiplicity is 1. The energy relative to the best compared isomer or geometry (same formula, charge and spin) is 211.3 kJ/mol.

Repeat the fifth record exactly.
ORCA calculation (ωB97M-V with the def2-TZVPD basis set) on 4 unconnected molecules or ions with the total composition C3H12O4S at a distorted geometry.

Geometry as XYZ:
```
20
Properties=species:S:1:pos:R:3:forces:R:3:mulliken_charge:R:1
S -3.081961 -0.790608 0.530742 0.0499 -0.3752 0.2037 -0.809
O -4.042225 1.779120 -0.766769 -0.2906 0.3325 0.0049 -0.645
O 3.532124 2.030793 -0.329939 0.1069 -0.1918 0.2877 -0.781
O 4.203827 -1.572824 0.224061 0.1286 -0.1438 0.1932 -0.734
O 2.110342 0.093004 0.399688 0.7057 0.0535 0.4135 -0.944
C -1.514964 -0.663091 -0.434111 -0.5100 0.2213 0.0719 -0.668
C -0.261312 -0.464694 0.387882 1.3636 -0.1875 -0.1425 -0.382
C 1.038869 -0.100722 -0.420162 -1.2341 -0.6647 0.0000 -0.281
H -1.666562 0.160042 -1.133383 0.1676 0.1814 -0.0759 0.320
H -1.411584 -1.562037 -1.047520 0.0643 -0.0433 0.0147 0.245
H 2.921023 1.236529 0.051916 -0.1744 0.1368 -0.3198 0.437
H -3.455335 2.357196 -0.271485 0.0660 -0.0175 -0.0137 0.305
H 0.823786 0.750381 -1.097980 0.0811 0.0876 0.0981 0.320
H 4.282534 1.536897 -0.671474 0.0022 0.0700 -0.1207 0.226
H -0.340155 0.239552 1.223845 -0.3496 0.0541 -0.2492 0.264
H 1.168039 -0.994734 -1.076167 0.1730 0.2172 -0.2525 0.100
H 0.037530 -1.425898 0.823205 -0.3326 0.0265 0.3514 0.101
H 4.755383 -0.786121 0.253426 0.0363 -0.0233 -0.0181 0.255
H -3.918030 0.907279 -0.283612 0.1803 -0.0892 -0.1926 0.202
H 3.310782 -1.156755 0.402571 -0.2346 0.3552 -0.2541 0.469
```
Positions in Å, forces in eV/Å.

For the energy, the calculation gives -820.63582 hartree. As for the highest occupied orbital energy: -0.2 eV. As for the orbital gap: 6.15 eV. The total charge is -2. Its spin multiplicity is 1. The energy relative to the best compared isomer or geometry (same formula, charge and spin) is 0.0 kJ/mol.